No. 1
{
  "formula": "CH6N3OS",
  "method": "ωB97M-V/def2-TZVPD",
  "lumo_ev": -4.485,
  "orbital_gap_ev": 8.793,
  "total_charge": 1,
  "smiles": "N/C(O)=[NH+]/NS",
  "symbols": ["N", "C", "O", "N", "N", "S", "H", "H", "H", "H", "H", "H"],
  "coordinates": [[0.8984, -0.4182, 1.7870], [0.0400, -0.4893, 0.7321], [-1.2541, -0.7182, 1.0453], [0.4663, -0.4169, -0.5649], [-0.7735, 0.1906, -1.5668], [-0.3877, 1.6859, -2.1902], [1.9484, -0.3352, 1.8824], [0.4817, -0.8418, 2.6293], [-1.8882, -0.3488, 0.3412], [1.4406, 0.0409, -0.7937], [-1.0518, -0.4016, -2.3223], [0.0800, 2.0529, -0.9793]],
  "forces_ev_per_angstrom": [[-0.674, -0.928, 0.317], [0.470, 0.090, -0.338], [1.375, 1.094, -1.251], [-0.640, 1.866, -1.480], [0.742, -0.888, 3.595], [1.204, 0.835, 0.089], [-1.854, -0.126, -1.171], [0.233, 0.595, -0.423], [1.438, -0.731, 0.729], [-2.426, -1.195, 0.625], [0.572, -1.334, -0.407], [-0.441, 0.721, -0.285]],
  "nbo_charge": [-0.7709, 0.7914, -0.6228, -0.4803, -0.6322, 0.3175, 0.4617, 0.4403, 0.5528, 0.4311, 0.4052, 0.1062]
}



No. 2
{
  "formula": "CH6N3S3",
  "method": "ωB97M-V/def2-TZVPD",
  "spin_multiplicity": 3,
  "lumo_ev": [-4.131, -6.941],
  "s2": 2.01,
  "orbital_gap_ev": [5.665, 6.446],
  "total_charge": 1,
  "symbols": ["C", "N", "N", "N", "S", "S", "S", "H", "H", "H", "H", "H", "H"],
  "coordinates": [[1.4515, -0.3347, 0.3219], [-1.7561, 0.4221, -0.0286], [-2.8522, 0.3812, -0.8384], [2.3443, -1.2041, 0.0110], [-0.6885, 1.6454, 0.5085], [0.9291, 0.8762, -0.6934], [-1.3269, -1.1366, 0.5800], [1.2819, 0.0357, 1.3040], [-2.6842, 1.0505, -1.5920], [-3.8264, 0.2607, -0.4632], [-2.4543, -1.4127, 1.3031], [2.8551, -1.9161, 0.5713], [2.6179, -1.0967, -0.9235]],
  "forces_ev_per_angstrom": [[0.008, 2.609, 1.251], [-1.459, -2.643, 0.854], [0.845, 1.899, -0.014], [1.201, -2.315, 0.263], [-2.828, 1.815, 0.302], [2.053, -0.473, -2.478], [-0.248, -0.872, 0.355], [0.000, -0.931, 1.478], [-0.927, 0.094, 0.243], [1.424, 0.002, -0.208], [0.178, 0.393, -0.276], [-1.073, 1.016, -0.235], [0.827, -0.595, -1.535]],
  "nbo_charge": [-0.1101, -0.3700, -0.5250, -0.6983, 0.2657, 0.1628, 0.2204, 0.2187, 0.4084, 0.4303, 0.1458, 0.4437, 0.4077]
}